No. 1
ORCA calculation (ωB97M-V/def2-TZVPD) on a single C19H14F3N3O2 molecule at a distorted geometry.

Structure (XYZ):
```
41
Properties=species:S:1:pos:R:3:nbo_charge:R:1
H 3.365 0.854 0.001 0.2388
H -7.002 -3.502 0.464 0.2218
C 5.017 -2.626 0.123 -0.1973
H 6.888 -1.569 0.095 0.2316
H 3.033 -3.409 0.144 0.2156
C -4.765 -0.267 -0.793 -0.1175
N -7.128 -0.386 0.652 -0.4396
H -6.799 1.556 1.186 0.2098
C 5.812 -1.492 0.087 -0.1870
F 7.185 0.877 0.707 -0.3229
H -2.694 3.058 -0.040 0.3792
C -6.704 -1.447 -0.024 0.2506
H -3.857 -0.219 -1.373 0.2316
F 6.469 1.245 -1.286 -0.3255
C -5.521 -1.423 -0.763 -0.2687
C 1.585 -1.133 0.061 0.2502
H -5.211 -2.299 -1.313 0.2150
H 0.699 -3.142 0.110 0.2275
O 1.041 0.103 0.026 -0.3895
C -0.632 -1.377 0.057 -0.2655
C 5.204 -0.243 0.046 -0.1377
C -0.301 -0.037 0.024 0.2256
C -1.116 1.135 -0.010 -0.0062
C 3.025 -1.264 0.070 -0.0028
C 0.580 -2.079 0.081 -0.2735
H -0.596 2.098 -0.021 0.1752
O -5.092 3.212 0.029 -0.5806
C 3.640 -2.518 0.115 -0.1963
H -1.625 -1.774 0.068 0.2389
C -4.515 2.147 -0.038 0.6605
N -3.139 2.135 -0.065 -0.4279
C -6.411 0.717 0.623 0.0988
C 3.826 -0.120 0.034 -0.1864
C 6.065 0.987 -0.025 0.9733
H 5.480 -3.600 0.157 0.2212
H -8.435 -2.473 0.646 0.2374
C -7.560 -2.671 0.035 -0.6508
H -7.877 -2.959 -0.965 0.2225
N -2.390 1.034 -0.029 -0.2073
C -5.208 0.841 -0.073 -0.2203
F 5.440 2.094 0.400 -0.3219
```

Calculated values
Highest occupied orbital energy ... -8.00 eV
E ... -36647.7872 eV
E_LUMO ... -0.01261 hartree

---

No. 2
ORCA calculation (ωB97M-V/def2-TZVPD) on a molecular structure, C19H14HgN6SSe at a distorted geometry.

Structure (XYZ):
```
42
Properties=species:S:1:pos:R:3:lowdin_spin:R:1
C 2.911 -1.747 3.037 0.0002
H 2.490 -1.759 -2.974 0.0037
C -1.773 4.126 -3.097 -0.0002
N 1.925 -1.917 -1.019 0.0784
N -2.891 0.857 -1.841 0.0102
C 1.534 -1.851 2.651 0.0013
C 2.842 -1.774 -1.951 0.0102
C -1.902 2.762 -2.915 0.0019
C 3.619 -1.790 0.654 0.0027
C 4.594 -1.673 -0.341 -0.0012
C -2.793 2.262 -1.971 0.0003
H -4.351 2.763 -0.567 0.0001
S -3.383 -1.525 -0.838 0.2176
C -3.075 0.141 -0.732 0.0278
Hg -0.710 -2.741 -1.843 0.5651
H -2.016 -2.317 1.387 0.0000
C 0.494 -1.850 3.586 -0.0006
C 2.264 -1.910 0.270 0.0063
C -0.803 -1.984 3.144 0.0009
H -1.634 -1.970 3.831 0.0001
H -2.922 1.699 0.592 0.0010
C 1.213 -1.978 1.281 0.0041
H -1.307 2.074 -3.496 0.0001
C -2.545 4.998 -2.346 0.0020
Se 5.093 -1.582 4.284 0.0004
H -1.073 4.512 -3.824 -0.0001
N 3.340 -1.654 4.282 0.0001
N 5.170 -1.666 2.535 0.0003
H -2.438 6.063 -2.477 0.0001
H -3.200 0.127 1.288 0.0009
C -3.594 3.137 -1.239 0.0019
N -0.051 -2.138 0.889 0.0385
C 3.945 -1.748 2.050 0.0004
H -2.813 0.331 -2.704 -0.0006
H 4.915 -1.503 -2.454 0.0004
H 0.731 -1.765 4.635 0.0000
C 4.200 -1.639 -1.660 0.0013
H 5.631 -1.608 -0.050 0.0000
C -3.462 4.502 -1.433 -0.0002
N -3.060 0.706 0.476 0.0220
C -1.022 -2.153 1.779 0.0025
H -4.094 5.181 -0.880 0.0000
```

Calculated values
Multiplicity ... 2
Highest occupied orbital energy (spin up / spin down) ... -11.31 / -11.48 eV
E ... -109221.7170 eV
E_LUMO (spin up / spin down) ... -0.11649 / -0.21135 hartree
Charge ... +1

---

No. 3
ORCA calculation (ωB97M-V/def2-TZVPD) on a single C19H14N6O4 molecule at a distorted geometry.

Structure (XYZ):
```
43
Properties=species:S:1:pos:R:3:nbo_charge:R:1
C -0.426 -3.582 1.490 0.8056
C -1.116 2.027 -0.793 -0.1857
C 3.345 0.093 -1.670 -0.0454
N 1.908 -3.753 -1.483 -0.1297
N 2.384 -0.149 -0.753 -0.3299
H -1.346 -5.630 2.926 0.1964
O -0.190 -3.138 2.621 -0.6103
N -1.498 6.711 0.370 -0.4368
H -2.789 -5.807 1.935 0.2019
C -1.131 3.021 0.199 -0.0839
C -0.230 1.386 1.801 -0.2238
C -2.538 6.841 -0.402 0.2425
C 2.319 -2.422 -1.570 0.3500
N -3.131 5.826 -1.030 -0.4438
H -2.956 7.845 -0.495 0.1842
C -1.009 5.485 0.528 0.0763
O 2.585 -4.718 -2.323 -0.5025
H -0.752 3.379 2.299 0.2139
C -0.672 0.731 -0.483 -0.1954
C 0.502 -3.127 0.449 -0.3033
O 0.866 -5.312 -0.215 -0.5653
H -0.639 0.019 -1.309 0.2112
H 3.834 1.083 -1.714 0.2153
H -1.401 2.248 -1.836 0.2184
C -2.720 4.600 -0.842 0.0898
H 3.221 -4.204 -2.883 0.5063
H -0.156 5.413 1.203 0.1996
N 0.263 -0.878 1.138 -0.6018
H -0.046 -1.326 2.018 0.4426
C 1.859 -1.370 -0.711 0.0671
C 0.825 -1.798 0.275 0.2910
C 1.065 -4.138 -0.411 0.6297
H -3.256 3.752 -1.271 0.1982
C -0.731 2.649 1.497 -0.1687
C -0.237 0.388 0.802 0.1555
N 3.243 -2.175 -2.512 -0.4663
H -2.588 -4.364 2.869 0.1886
C -2.041 -5.091 2.266 -0.2642
O -1.403 -4.492 1.162 -0.4663
H 4.503 -0.666 -3.300 0.2086
C 3.726 -0.917 -2.578 0.0374
C -1.585 4.360 -0.072 -0.1323
H 0.142 1.201 2.810 0.2253
```

Calculated values
Highest occupied orbital energy ... -8.39 eV
Energy relative to the best compared isomer or geometry (same formula, charge and spin) ... 2.2295 eV
E ... -37058.8643 eV
E_LUMO ... -0.03997 hartree

---

No. 4
ORCA calculation (ωB97M-V/def2-TZVPD) on a molecular structure, C19H15AsCl6MoN3O2.

Structure (XYZ):
```
47
Properties=species:S:1:pos:R:3:lowdin_spin:R:1
C 0.482 1.991 -1.714 0.0199
H 0.947 -5.813 -3.462 0.0000
Cl -0.650 -1.398 -2.242 0.0193
C 1.335 -1.666 -0.044 -0.0105
C -3.504 -0.575 -1.339 0.0067
H 3.152 0.535 3.166 0.0001
H -0.444 -3.780 -3.792 0.0001
H 2.654 -4.067 0.056 -0.0001
N -6.008 -2.951 -0.944 0.0155
H 0.886 3.380 0.901 0.0002
C 1.694 2.875 1.425 0.0026
Cl 1.390 3.930 -3.364 -0.0038
H 1.638 -1.978 0.959 0.0057
Cl 1.835 1.062 -2.265 0.0096
C -0.745 4.069 -1.723 0.0232
H 2.477 -5.948 -1.523 0.0000
H 2.087 -0.953 -0.408 0.0063
Cl -2.899 4.501 -0.137 -0.0041
H 2.755 1.770 4.389 -0.0002
O -1.824 -1.639 0.605 0.0293
C -1.613 3.557 -0.757 -0.0055
C 0.248 -3.855 -2.965 0.0004
H 0.048 3.141 4.368 0.0006
Mo -0.374 -0.465 0.149 1.7479
N -2.969 -2.239 0.350 -0.0211
C -0.375 1.446 -0.766 -0.0113
C -0.402 2.399 3.710 0.0039
As 0.972 1.601 2.654 0.0107
H -1.133 2.870 3.057 0.0000
C 1.024 -4.987 -2.770 -0.0010
C 0.311 3.287 -2.201 -0.0058
H 2.280 3.599 1.992 0.0005
C 1.882 -5.059 -1.680 0.0003
O 0.376 0.227 1.858 0.0685
C 2.362 0.953 3.786 -0.0009
H 1.950 0.179 4.430 0.0000
H -0.881 1.619 4.300 0.0000
C -5.003 -2.433 -0.751 0.0025
H 2.335 2.357 0.713 0.0000
Cl -2.449 1.590 0.919 0.0027
C -1.399 2.263 -0.305 0.0196
C 0.375 -2.827 -2.053 0.0048
N -3.307 0.358 -1.980 0.0211
C 1.981 -4.002 -0.790 -0.0021
C 1.229 -2.842 -0.965 0.0026
Cl -0.970 5.659 -2.308 0.0089
C -3.758 -1.744 -0.539 0.0328
```

Calculated values
Multiplicity ... 3
Highest occupied orbital energy (spin up / spin down) ... -11.64 / -12.07 eV
Energy relative to the best compared isomer or geometry (same formula, charge and spin) ... 0.1352 eV
E ... -166331.3594 eV
E_LUMO (spin up / spin down) ... -0.13577 / -0.14885 hartree
Charge ... +1

---

No. 5
ORCA calculation (ωB97M-V/def2-TZVPD) on a molecular structure, C19H15BF4N3O3RuS.

Structure (XYZ):
```
47
Properties=species:S:1:pos:R:3:lowdin_spin:R:1
H -1.163 -3.306 1.952 0.0002
O -1.428 3.285 2.073 0.0025
H 1.215 -3.551 -3.034 0.0001
C -0.266 -5.851 -1.004 -0.0003
H -6.779 1.927 -1.977 0.0000
C -0.667 -5.004 -0.004 0.0019
C -3.282 0.241 -1.781 -0.0031
H -3.873 -0.603 -3.523 -0.0004
H -3.053 3.322 6.226 0.0000
C -1.850 2.589 3.147 -0.0002
H -0.463 -6.912 -0.941 -0.0001
C -2.721 2.720 5.390 -0.0003
O -1.279 0.913 0.930 0.0418
F 0.428 1.858 -0.893 0.0204
C -0.426 -3.617 -0.072 0.0013
C 0.417 -5.314 -2.105 0.0014
F 1.440 0.926 0.929 0.0037
C -4.930 1.720 -0.840 0.0002
H -2.291 -0.500 4.459 -0.0001
C -5.389 0.611 -2.880 0.0000
C -5.807 1.464 -1.912 0.0005
H -3.015 1.331 0.038 -0.0002
C 0.262 -3.079 -1.182 0.0069
C -2.288 3.341 4.239 0.0001
F 2.524 2.640 -0.209 0.0000
C -3.698 1.129 -0.770 0.0000
C -1.418 0.342 2.104 0.0004
H -5.975 0.346 -3.748 0.0000
N -1.221 -0.926 2.276 0.0027
H -1.182 -5.395 0.866 0.0001
B 1.748 1.541 -0.338 0.0000
H -5.230 2.402 -0.055 0.0000
H 0.750 -5.969 -2.900 0.0001
S -1.803 -0.597 -1.960 -0.0204
C -0.837 -2.814 1.040 0.0030
F 2.261 0.547 -1.169 0.0095
N -0.833 -1.529 1.080 -0.0097
O 0.567 -1.813 -1.304 0.0808
Ru -0.248 -0.291 -0.322 0.8572
C -2.729 1.329 5.486 0.0000
C 0.679 -3.969 -2.193 0.0002
C -2.299 0.580 4.413 -0.0004
H -2.261 4.419 4.153 0.0000
H -3.065 0.842 6.392 0.0000
H -1.110 2.659 1.397 0.0006
N -4.167 0.032 -2.792 -0.0007
C -1.861 1.186 3.230 0.0005
```

Calculated values
Multiplicity ... 2
Highest occupied orbital energy (spin up / spin down) ... -7.95 / -7.89 eV
Energy relative to the best compared isomer or geometry (same formula, charge and spin) ... 0.8815 eV
E ... -55528.8415 eV
E_LUMO (spin up / spin down) ... -0.03810 / -0.04758 hartree

---

No. 6
ORCA calculation (ωB97M-V/def2-TZVPD) on a molecular structure, C19H15BiF3N3O2 at a distorted geometry.

Structure (XYZ):
```
43
Properties=species:S:1:pos:R:3:nbo_charge:R:1
H -2.683 -4.070 1.589 0.2677
C 0.571 -4.833 -0.593 -0.0901
C -0.086 -0.052 2.483 0.7147
H -2.001 5.168 -0.186 0.2575
N 0.622 -0.087 -1.137 -0.5614
H 0.322 5.662 -0.878 0.2605
C -1.078 -3.374 0.381 0.2986
H -3.585 1.867 -0.410 0.2183
C -3.158 2.752 0.051 -0.6749
F 1.971 1.045 2.544 -0.3206
N -0.953 2.047 -0.746 -0.5601
H 2.144 -3.832 -1.653 0.2478
H 2.857 2.160 -2.187 0.2527
C 2.704 -1.146 -1.569 -0.1873
H -1.107 -5.509 0.556 0.2581
C 1.360 -1.208 -1.208 0.2123
H 1.821 3.785 -1.482 0.2447
H -3.157 2.621 1.135 0.2614
C -0.580 -4.661 0.152 -0.2066
C -1.775 3.041 -0.409 0.2915
H -3.077 -2.664 0.601 0.2258
F 1.318 0.165 4.412 -0.2732
C -1.329 4.368 -0.455 -0.2059
O -0.394 -1.183 2.709 -0.5620
C 1.144 1.119 -1.413 0.2190
C -0.033 4.643 -0.840 -0.0904
H 0.943 -5.824 -0.800 0.2600
Bi -1.431 -0.184 -0.260 1.9365
C -2.296 -3.137 1.194 -0.6902
H -3.811 3.598 -0.160 0.2737
C 1.244 -3.713 -1.073 -0.1904
O -0.438 0.657 1.455 -0.8069
C 0.911 0.795 3.336 0.9029
C 0.714 -2.458 -0.807 0.1562
F 0.385 1.965 3.672 -0.2965
C 2.453 1.211 -1.883 -0.1854
N -0.435 -2.319 -0.124 -0.5610
H 3.326 -2.025 -1.545 0.2568
C 3.246 0.076 -1.933 -0.0801
C 0.804 3.588 -1.192 -0.1805
C 0.313 2.291 -1.131 0.1636
H -2.048 -2.494 2.040 0.2789
H 4.281 0.153 -2.234 0.2645
```

Calculated values
Highest occupied orbital energy ... -15.56 eV
E ... -42491.3550 eV
E_LUMO ... -0.29164 hartree
Charge ... +2